Computed, not measured: a structure of composition C54H151N8O30Sn at a distorted geometry, with the ωB97M-V functional and the def2-TZVPD basis.

```
244
Properties=species:S:1:pos:R:3:forces:R:3
Sn 2.881753 -1.171816 -2.811991 -1.0 0.8 -0.1
C -0.164967 -0.041609 -0.104879 -0.8 -0.8 -1.3
C 0.629348 -0.651199 -1.226633 1.9 -0.6 -0.9
O 0.311771 -0.848088 -2.425318 -0.5 0.4 1.1
O 1.874352 -0.925952 -0.886915 -0.6 0.1 -0.7
H -1.247987 -0.286235 -0.211772 0.8 0.2 0.4
H -0.048659 1.016155 -0.261254 -0.1 0.7 0.1
H 0.337643 -0.334166 0.804047 -0.4 -0.1 0.5
O 2.515435 -3.428705 -2.479181 0.5 0.7 1.0
H 1.860429 -3.483288 -1.727350 -0.2 -0.2 -0.4
H 1.991355 -3.468899 -3.268651 -0.9 -0.5 -1.1
O -0.592254 -4.239992 -6.597321 -0.3 0.3 0.7
H 0.234302 -4.428472 -6.128253 -0.3 0.0 -0.2
H -1.243580 -4.098341 -5.871162 0.4 0.0 -0.5
O -0.294885 -1.261131 -7.626922 0.5 0.7 0.1
H -0.502008 -2.136625 -7.329749 -0.2 -1.4 0.1
H -1.116610 -0.980153 -8.013728 -0.5 0.4 -0.3
O 6.351949 0.708498 -1.844715 -2.8 0.0 0.0
H 5.876458 0.862780 -2.684795 0.7 0.3 0.5
H 7.259723 0.600080 -1.986560 2.1 -0.3 -0.8
O 3.514413 1.442991 -2.224600 -0.5 -0.3 -1.9
H 3.685891 1.854589 -1.397011 0.4 0.4 1.5
H 3.040157 2.102437 -2.789778 0.0 -0.4 0.4
O 4.613999 -1.532066 -1.620481 -0.2 -1.6 0.7
H 5.291301 -1.016121 -2.059415 1.1 0.3 0.4
H 4.980421 -2.440140 -1.326089 0.3 1.1 -0.2
O -2.702612 -3.367599 -4.426063 0.4 -0.4 -0.2
H -2.942189 -2.422827 -4.450150 0.1 0.1 0.1
H -3.517567 -3.871681 -4.408242 -0.1 0.0 0.0
O 0.971999 -2.254514 -4.980376 0.8 -0.7 1.6
H 0.628330 -1.528940 -4.456407 -0.3 0.3 0.2
H 0.577648 -2.156233 -5.824557 -0.4 0.3 -1.3
C 4.394074 5.632263 4.694426 1.2 -0.7 -0.4
O 3.053444 5.801533 4.386393 -1.3 0.4 1.2
C 2.301242 6.438306 5.477460 0.6 -1.0 -0.2
C 0.831852 6.156601 5.236115 0.0 1.0 -0.8
N 0.338025 4.913932 5.692823 -0.7 -0.9 1.3
C -1.114574 4.714792 5.693238 -0.4 0.1 -0.7
C -1.376585 3.272184 6.174078 1.3 1.1 -0.4
O -0.728745 2.452142 5.189588 -0.7 0.7 0.6
C -0.591470 1.105106 5.551882 -0.4 -0.9 -1.2
H 4.575422 5.303883 5.721745 -0.1 0.3 0.2
H 4.996385 6.510708 4.451111 0.0 0.2 0.3
H 4.804458 4.818046 4.079889 -0.2 0.1 -0.1
H 2.527015 7.500027 5.497985 -0.1 0.3 -0.3
H 2.649137 6.053844 6.465494 -0.3 -0.1 -0.7
H 0.644861 6.339588 4.173401 0.1 -0.2 -0.5
H 0.227928 6.931191 5.661146 -0.2 0.6 0.8
H 0.641670 4.144453 5.141691 0.9 -0.5 -0.4
H -1.449180 4.759117 4.619912 -0.4 0.3 0.8
H -1.650526 5.479664 6.314590 0.5 -0.7 -0.5
H -2.409878 3.020508 6.314188 -0.8 -0.1 -0.3
H -0.894957 3.222702 7.158535 0.2 -0.5 -0.1
H 0.300242 0.781698 4.995971 -0.1 -0.2 0.5
H -1.453028 0.458808 5.126395 0.9 0.9 1.1
H -0.452464 1.025829 6.639373 -0.2 -0.4 -0.3
C 1.400360 3.679371 2.360081 0.8 1.5 0.5
O 2.264342 3.740612 1.247988 0.9 -0.6 -0.9
C 3.011689 4.933387 1.128606 -0.1 1.2 -0.9
C 2.095431 6.172491 1.202619 0.2 0.6 -0.6
N 0.970947 6.100410 0.239685 1.9 -0.7 -1.0
C 0.108639 7.224497 0.405080 0.5 1.6 0.7
C -0.794569 7.493735 -0.735758 0.5 0.7 -0.3
O -0.000679 7.790807 -1.886105 -0.3 0.0 -0.5
C -0.734259 7.754188 -3.118150 -0.8 0.6 0.4
H 1.969784 3.957965 3.243936 0.0 0.1 0.3
H 1.105668 2.674641 2.492957 -0.8 -1.0 -0.1
H 0.598882 4.415301 2.236085 -0.3 -0.5 0.0
H 3.547503 4.952667 0.148127 -0.9 -0.4 0.2
H 3.885333 5.000045 1.785043 -0.5 -0.1 0.8
H 2.669136 7.099759 0.971868 0.1 -0.5 0.3
H 1.665034 6.347764 2.187337 0.2 -0.3 0.2
H 1.410176 6.098146 -0.715336 -0.8 0.2 1.1
H 0.600056 8.190131 0.656056 0.4 -0.3 -0.2
H -0.493307 7.045259 1.272063 -0.7 -0.2 0.7
H -1.521595 8.261244 -0.414628 0.3 0.1 -0.6
H -1.308364 6.593705 -0.873151 -1.3 -1.5 -0.8
H -1.278960 6.794236 -3.215981 0.2 0.4 0.0
H -0.106035 7.904653 -4.020273 0.1 -0.2 0.9
H -1.474525 8.595712 -3.105639 0.3 -0.7 -0.1
C -8.290352 -0.240165 -2.728408 -1.1 -0.3 1.4
O -7.695501 0.965573 -2.341915 0.5 0.9 -0.8
C -7.958051 1.268952 -1.007412 -0.2 -0.7 0.7
C -7.495699 2.629207 -0.609858 0.7 0.6 -0.7
N -6.060802 2.739076 -0.318842 0.9 -0.3 0.1
C -5.579522 1.961653 0.829787 -0.5 0.7 1.3
C -4.374093 2.614195 1.549377 -0.7 -0.5 -1.1
O -3.263432 2.524461 0.699977 0.1 0.2 -0.4
C -2.193939 3.179653 1.307293 0.8 1.1 -0.4
H -9.422006 -0.108574 -2.697411 1.2 -0.3 -0.7
H -8.086380 -0.990342 -1.934548 0.1 0.0 -0.5
H -7.841813 -0.557392 -3.665389 -0.4 0.0 -0.2
H -7.392352 0.580465 -0.417934 0.3 -1.0 0.8
H -8.997635 1.072022 -0.772228 -0.6 0.2 0.0
H -8.071157 3.063345 0.211949 0.1 -0.3 0.1
H -7.689492 3.243862 -1.479944 -0.1 0.5 -0.1
H -5.443892 2.451210 -1.099640 -1.0 0.5 0.3
H -5.383399 0.926509 0.554960 0.5 -0.2 0.1
H -6.360456 1.899341 1.616578 0.1 0.1 -0.5
H -4.084523 2.088178 2.455454 -0.5 -0.2 0.5
H -4.563902 3.669583 1.796311 -0.3 -0.2 -0.1
H -2.352655 4.301637 1.357857 0.1 -1.0 -0.1
H -1.298656 2.980278 0.706602 -0.1 0.1 0.2
H -2.036563 2.815760 2.322525 0.1 -0.1 0.3
C 3.590549 -6.088456 -0.757528 -0.1 -0.3 0.1
O 4.357727 -4.950252 -0.463174 -0.9 0.6 -0.2
C 5.650040 -5.325007 -0.195060 1.1 0.3 -0.2
C 6.398654 -4.201482 0.444347 1.2 0.4 -0.3
N 6.622152 -3.114054 -0.527917 -0.5 1.6 2.1
C 7.173595 -1.870913 0.152025 -0.9 -1.4 0.0
C 8.488138 -1.403701 -0.375720 1.2 0.3 0.6
O 8.548499 -1.548517 -1.784709 -0.4 -0.4 0.1
C 9.778335 -1.936910 -2.354115 0.0 -1.1 -0.9
H 4.145841 -6.879135 -1.267264 0.3 0.1 -0.2
H 2.754798 -5.816155 -1.374151 -0.4 0.2 -0.2
H 3.252344 -6.499776 0.171512 -0.2 -0.3 0.1
H 6.064205 -5.663025 -1.149811 0.7 0.1 0.0
H 5.758862 -6.150551 0.472458 -0.5 -1.0 0.7
H 7.332209 -4.576022 0.925532 -0.1 0.1 -0.7
H 5.893536 -3.790650 1.300276 -0.9 0.1 0.2
H 7.339903 -3.366022 -1.142946 1.0 -0.7 -1.4
H 7.250367 -2.050377 1.219473 0.3 -0.2 0.3
H 6.500083 -1.063523 0.099386 -1.2 0.8 -0.5
H 9.268578 -1.940534 0.222537 0.0 0.3 -1.1
H 8.575642 -0.320914 -0.144856 0.2 -0.5 0.1
H 9.709174 -1.749158 -3.448041 -0.1 -0.3 0.7
H 10.022808 -3.041557 -2.201016 -0.3 1.4 0.0
H 10.572027 -1.309980 -2.005335 0.7 0.2 0.5
C -0.921494 -3.534642 -1.149347 0.1 -0.3 -0.7
O 0.450027 -3.757768 -0.827462 0.0 0.4 0.3
C 0.761336 -3.767833 0.550651 -0.2 0.2 0.9
C -0.026591 -4.713378 1.443552 1.4 -2.1 0.0
N 0.311752 -6.162768 1.513903 1.4 -1.2 -1.4
C 1.692775 -6.455574 2.048439 -0.8 0.9 1.3
C 2.162388 -7.881287 1.863875 1.1 -1.3 0.4
O 2.158924 -8.330220 0.505697 -0.5 -0.2 -0.2
C 3.028546 -9.451540 0.274497 1.8 2.8 1.5
H -0.914145 -3.336262 -2.239187 -0.4 0.5 0.8
H -1.476532 -2.818315 -0.490282 0.8 -0.2 -0.7
H -1.391617 -4.488881 -1.029162 -0.8 -0.6 0.1
H 0.503370 -2.804675 1.024608 0.4 0.3 -0.5
H 1.835599 -3.934803 0.562132 0.1 0.0 0.4
H -1.062924 -4.590816 1.244661 -0.8 0.0 -0.4
H 0.089288 -4.467353 2.488244 0.1 0.8 0.3
H 0.273216 -6.701468 0.611526 -0.3 1.2 0.9
H 1.679922 -6.267564 3.177297 -0.1 -0.3 -1.3
H 2.494727 -5.802095 1.683299 -0.4 0.3 -0.2
H 1.562345 -8.580969 2.452352 -0.2 0.0 0.0
H 3.221349 -8.006297 2.287127 -1.1 0.5 -0.5
H 4.082864 -9.011546 0.342439 -0.9 -0.7 -0.4
H 2.880792 -9.878594 -0.687183 -0.5 -0.4 -0.6
H 3.003566 -10.117329 1.114913 -0.5 -0.9 0.2
C -1.942615 3.141774 -2.754018 -0.3 -0.2 1.5
O -0.807153 2.666820 -2.045256 1.1 0.0 -0.4
C 0.179983 3.717003 -1.791922 -0.8 -0.6 0.6
C 0.721108 4.249555 -3.085969 -0.3 0.2 0.2
N 1.330142 3.126729 -3.748733 0.6 -1.4 0.0
C 1.515820 3.280349 -5.183180 1.7 -0.6 -0.1
C 1.804396 1.880478 -5.860059 -1.6 1.6 -0.1
O 1.082945 0.908446 -5.196333 -0.4 -1.9 0.7
C -0.320316 1.025904 -5.262941 0.8 0.0 1.7
H -1.981815 3.031312 -3.825451 0.4 -0.6 -0.5
H -2.039403 4.190049 -2.577411 -0.3 1.0 0.2
H -2.792819 2.660880 -2.265162 -0.1 0.0 -0.4
H 1.024901 3.291001 -1.206265 -0.8 0.0 -0.1
H -0.366837 4.449247 -1.190564 0.5 0.2 -0.1
H 1.490036 5.010705 -2.899636 -0.3 0.1 0.0
H -0.142803 4.728082 -3.612617 0.7 -0.3 -0.2
H 0.827192 2.236336 -3.527320 0.5 1.2 -0.4
H 2.315511 4.023736 -5.405486 -0.1 -0.7 0.2
H 0.662331 3.735995 -5.567252 -1.8 0.7 -1.1
H 2.798277 1.611680 -5.657213 1.6 -0.2 -0.2
H 1.540893 1.830652 -6.946978 0.5 0.5 0.6
H -0.535898 1.989103 -4.877373 -0.9 1.1 0.1
H -0.770418 0.328970 -4.557230 0.1 -0.3 -0.2
H -0.704398 0.894140 -6.222988 -0.6 -0.3 -1.7
C -3.017309 -0.488625 -2.756534 0.5 -3.4 0.9
O -3.212082 -0.770281 -4.123259 0.7 0.7 -0.3
C -4.540916 -0.529593 -4.489581 -0.7 -0.4 1.9
C -4.724729 -0.678018 -5.936248 -1.0 0.0 -1.6
N -5.990684 0.036575 -6.320206 1.4 0.3 2.6
C -5.885002 1.505175 -6.320033 1.1 0.1 0.8
C -6.856702 2.281498 -5.372563 1.7 0.0 0.1
O -6.392817 3.657607 -5.325172 -0.8 -1.2 0.9
C -7.050672 4.289128 -4.211783 0.4 -1.5 -0.6
H -3.277691 0.478306 -2.454503 -0.2 1.8 0.1
H -1.950319 -0.743648 -2.549823 -0.9 0.4 0.1
H -3.709054 -1.184813 -2.153333 1.0 0.7 -0.6
H -4.792379 0.511101 -4.349607 -0.1 0.5 0.8
H -5.134292 -1.148906 -3.755890 -0.3 0.4 -1.2
H -4.757669 -1.732490 -6.291506 0.0 0.7 0.1
H -3.845538 -0.143462 -6.350327 -0.2 -0.5 -0.3
H -6.312053 -0.317593 -7.154755 -0.9 -0.7 -2.1
H -5.930723 1.866279 -7.327733 -0.3 0.4 -0.6
H -4.814999 1.758703 -5.984069 -1.5 0.0 -0.3
H -6.749277 1.791150 -4.387458 -0.1 0.4 -0.1
H -7.919382 2.310727 -5.589060 -0.2 -0.4 -0.6
H -8.116132 4.363998 -4.365955 -0.6 -0.3 0.0
H -6.686789 5.262101 -4.215802 0.8 1.8 0.4
H -6.832254 3.756496 -3.267449 -0.1 0.3 -0.4
C -3.228714 -1.598282 1.768576 -1.4 -0.1 -0.9
O -3.019599 -2.981429 1.749060 0.4 -1.1 1.5
C -2.762248 -3.539375 3.091564 -0.7 1.3 -0.3
C -2.959868 -5.020016 3.068648 0.3 -0.3 -0.4
N -2.304162 -5.717423 4.153191 0.1 0.5 0.4
C -2.877021 -5.664678 5.473656 -1.2 0.3 1.5
C -1.969245 -4.895352 6.487320 -0.8 -0.3 -1.4
O -2.268348 -5.392812 7.764265 0.6 0.8 0.6
C -1.410351 -4.735907 8.711390 -0.1 -0.8 0.3
H -4.003015 -1.335814 2.471939 -0.3 0.1 0.6
H -3.658327 -1.304011 0.793069 0.5 -0.2 0.2
H -2.364911 -1.010784 1.975438 1.0 0.4 0.2
H -3.452277 -3.114165 3.845778 0.0 0.2 -0.5
H -1.777157 -3.263715 3.431137 0.7 0.0 -0.1
H -2.471646 -5.378222 2.175188 -0.2 -0.3 -0.4
H -4.028722 -5.181988 2.996297 -0.5 -0.4 0.0
H -2.282690 -6.685804 3.974927 0.5 -1.0 -1.0
H -3.145280 -6.701764 5.864017 0.9 1.2 -0.3
H -3.872409 -5.183838 5.467706 0.2 0.1 -0.1
H -2.179682 -3.774725 6.382194 0.4 -1.2 0.3
H -0.918534 -5.098211 6.155379 -0.5 0.2 0.6
H -1.678262 -3.664467 8.803483 0.4 -0.5 0.0
H -0.394249 -4.920933 8.357721 0.3 0.7 0.0
H -1.436763 -5.243037 9.700371 -0.6 0.3 -0.7
C 1.288146 -2.741621 5.278691 -1.4 0.9 0.1
C 0.857803 -1.861378 4.135432 -1.0 0.4 -1.5
O 1.663487 -0.735719 3.777255 -0.9 -0.1 1.2
O 1.381567 -2.091727 6.537613 -0.1 -0.5 -0.1
H 2.197164 -3.154791 4.962394 1.8 -0.8 0.0
H 0.548748 -3.556255 5.339431 0.2 0.2 0.1
H -0.143062 -1.433702 4.283515 0.1 -0.3 0.1
H 0.852828 -2.496123 3.219413 -0.4 0.0 0.6
H 2.520623 -1.116190 3.656930 1.5 -0.1 -0.5
H 1.393263 -1.146309 6.399680 0.1 0.4 -0.1
C 3.340290 0.561310 1.565231 -1.6 0.1 0.1
C 3.852017 -0.837534 1.358174 -1.5 -0.3 0.5
O 4.088126 -1.527681 2.605174 -1.9 -1.1 -1.3
O 4.127624 1.513875 0.926244 -0.5 1.9 -0.9
H 3.390137 0.787673 2.624050 -0.5 -0.1 0.5
H 2.257964 0.641902 1.177003 1.5 -0.1 0.8
H 4.729493 -0.826995 0.776190 1.0 0.1 -0.7
H 3.045952 -1.322600 0.792392 0.7 -0.6 0.5
H 4.818156 -1.142510 3.022364 1.8 1.0 0.9
H 3.541783 2.322503 0.999120 1.0 -0.6 -0.2
```
Positions in Å, forces in eV/Å.

Computed properties:
E_LUMO in eV: -1.45
Net charge: +1
Orbital gap in Ha: 0.32337